Entry 1:
DFT (ωB97M-V/def2-TZVPD) results for a molecular structure, C34H37F5N4O4SiTcTe.

Properties
Net charge: +2
Multiplicity: 4
Gap between HOMO and LUMO (spin up / spin down): 6.74 / 4.68 eV

XYZ file:
```
87
Properties=species:S:1:pos:R:3:forces:R:3:mulliken_charge:R:1
C 2.671610 0.040543 -5.077152 -0.05 -0.06 0.06 -0.675
C 1.093165 4.858675 -3.290457 -0.06 -0.02 -0.04 -0.752
C -3.418265 2.719550 2.573806 0.04 0.06 0.02 -0.835
H -5.793166 1.626549 2.973192 0.01 0.00 0.00 0.447
H -2.271957 1.292598 -0.248225 0.00 0.02 -0.05 0.302
C -3.021515 -0.950099 2.189037 -0.06 0.04 0.01 0.253
C 2.220504 -3.096259 3.841897 -0.07 0.01 -0.08 -1.502
H 0.773755 -2.767795 -4.986648 0.01 -0.01 0.02 0.448
H 1.521160 0.109853 3.901949 -0.12 -0.02 0.02 0.520
H 0.457225 -2.234600 0.021554 0.24 -0.35 -0.24 0.648
Te 3.119884 -0.969401 -1.287415 1.80 -0.22 -0.46 1.555
Tc 0.732247 -0.063955 1.308549 -0.67 -1.51 0.62 -0.191
O 1.142423 1.669860 1.985658 -0.16 0.22 0.14 -0.859
H -0.877354 -1.575765 3.589135 0.03 0.01 0.00 0.390
C 0.538499 -1.081312 -3.682645 0.02 -0.15 -0.07 0.118
H -1.152148 -3.465308 1.953027 0.03 -0.07 0.00 0.720
F 3.643619 -2.868281 -1.125384 -0.18 0.04 0.27 -0.518
H 3.346707 -3.805215 0.670934 -0.11 0.04 0.00 0.513
H 0.451860 -4.956825 2.345123 0.01 -0.01 0.01 0.561
C 1.030794 0.171183 -3.305060 -0.50 0.35 0.18 0.210
C 0.867644 2.841364 -1.959194 -0.12 0.21 -0.19 0.351
Si 0.135764 1.084982 -1.946686 -0.20 -0.75 0.73 -1.248
C -5.331764 -0.433777 2.690627 -0.05 0.03 0.02 -0.748
H 2.466132 1.713264 -3.762131 0.04 -0.04 -0.02 0.289
C 1.208679 -1.945927 3.957149 0.06 0.04 0.03 0.068
H -4.211573 3.424485 2.789139 -0.01 -0.01 -0.01 0.512
H 4.183452 -3.230811 1.972530 0.02 -0.08 0.00 0.436
H -1.074758 -1.777797 0.620585 -0.15 0.03 0.10 0.438
C 2.076683 0.738045 -4.034438 0.26 0.01 0.00 0.018
C -5.029531 0.891437 2.753215 0.01 -0.02 -0.01 -0.859
H -3.884982 1.140061 -4.905723 0.01 0.00 0.00 0.436
O 0.177101 0.457078 -0.378715 -0.07 0.84 -1.65 2.358
N -1.369976 0.858703 2.026350 -0.06 0.19 0.37 0.439
H 2.036977 2.801351 -0.125911 -0.03 0.01 0.00 0.652
C 0.524064 3.639587 -3.097679 -0.11 -0.01 0.01 -0.155
C -1.167547 2.169616 2.105133 -0.06 0.08 0.03 1.159
H 2.705145 -1.797402 -6.179951 -0.04 0.03 -0.04 0.417
C -4.435883 1.294251 -2.838984 0.04 0.01 0.02 -0.672
N 1.614785 -0.675385 3.261647 -0.18 -0.12 0.09 -0.260
C 2.252810 -3.881668 2.520321 -0.08 -0.07 0.04 0.279
C -3.976175 1.331899 -1.528209 -0.03 -0.02 -0.11 -0.636
H -2.284255 -1.699586 1.999849 0.13 -0.06 -0.03 -0.131
C 2.216011 -1.231881 -5.397810 0.04 0.02 0.04 -0.596
H -4.547255 -2.411116 2.350347 0.02 0.00 0.01 0.492
H -0.509249 -3.175047 4.178804 0.02 -0.02 0.00 0.546
H 2.979621 -2.345541 1.273683 0.03 -0.01 0.03 -0.162
C -3.529984 1.181399 -3.884563 -0.05 -0.01 0.02 -0.867
H -0.193244 3.255342 -3.813313 0.02 -0.01 -0.01 0.443
H -1.844269 4.178430 2.376295 0.01 0.00 0.02 0.606
O 0.549328 3.805380 1.798013 -0.19 0.05 0.02 -0.568
N -0.150958 -1.923998 1.011756 -1.19 1.17 1.74 -0.321
C 2.343701 4.614008 -1.176196 0.01 0.13 -0.16 -1.089
C 1.140954 -1.788186 -4.711919 -0.02 0.05 0.03 -0.841
F 3.104481 1.016410 -0.967595 -0.03 -0.36 -0.24 -0.611
H 2.442792 6.342465 -2.466082 0.00 -0.01 -0.01 0.454
H 3.044313 5.018328 -0.459522 -0.02 -0.02 0.02 0.509
H 3.224517 -2.774559 4.134835 0.00 0.03 -0.04 0.401
H 2.607342 -0.700344 3.038092 0.02 0.06 0.02 0.206
H -5.496469 1.350476 -3.045519 0.00 0.00 0.00 0.415
C -2.140236 3.140016 2.356249 -0.04 -0.06 -0.06 -1.133
F 4.427482 -0.876939 0.093517 -0.25 -0.02 0.00 -0.403
H -6.341456 -0.779429 2.862951 0.00 0.00 -0.01 0.446
C 0.238731 2.659445 1.935238 0.41 -0.03 -0.02 0.008
O 2.122919 -0.870831 0.750162 1.14 0.16 0.20 -0.680
C -3.705719 1.344775 2.528286 0.00 -0.05 -0.04 0.971
F 4.631878 -0.848012 -2.397788 -0.31 0.33 -0.23 -0.349
H 1.134522 -1.697929 5.016365 0.06 -0.07 0.02 0.459
C -4.308633 -1.356767 2.403033 0.02 -0.01 -0.02 -1.142
H 3.496668 0.476237 -5.623742 0.01 0.00 0.02 0.448
H -0.304987 -1.512816 -3.155971 0.04 -0.05 0.00 0.432
H 2.644065 -4.877932 2.721994 -0.01 0.02 0.10 0.340
N 3.250158 -3.301040 1.565237 0.03 0.43 -0.28 0.305
C 0.869357 -4.062914 1.876965 -0.01 -0.16 0.04 -1.990
C 2.009126 5.360204 -2.323306 0.09 -0.03 0.17 -0.389
C -2.616109 1.262091 -1.274798 0.05 0.06 0.19 -0.091
H 1.917038 -3.814095 4.606322 0.04 -0.01 0.02 0.475
C -0.164869 -2.396797 3.492662 -0.06 -0.08 0.07 -1.420
H 0.968988 -4.301633 0.815393 0.01 0.04 0.03 0.479
H -4.682306 1.414297 -0.711078 0.02 0.00 0.02 0.489
H 0.854298 5.456902 -4.159133 0.01 0.00 0.00 0.496
C -2.663148 0.416566 2.242627 -0.04 0.18 -0.06 0.206
C -0.189032 -2.964591 2.072924 -0.06 0.16 -0.22 0.640
F 1.035457 -2.514270 -0.854251 0.52 -0.61 -1.20 -0.703
H -1.478821 0.991915 -4.447923 -0.03 0.01 0.01 0.422
C -1.683171 1.147746 -2.310630 -0.16 0.20 -0.05 0.466
C -2.170740 1.107446 -3.618933 0.16 -0.02 -0.19 -0.133
C 1.775067 3.389017 -0.991478 0.08 -0.07 0.20 -0.162
```
Forces are in eV/Å.


Entry 2:
DFT (ωB97M-V/def2-TZVPD) results for 2 unconnected molecules or ions with the total composition C9H18FN2.

Properties
Net charge: +1
Multiplicity: 1
Gap between HOMO and LUMO: 8.17 eV

XYZ file:
```
30
Properties=species:S:1:pos:R:3:forces:R:3:nbo_charge:R:1
H 2.438762 -1.709478 0.147973 -1.33 -0.55 0.28 0.309
C -0.609018 1.194717 0.488505 2.67 1.99 1.66 -0.263
H -0.583242 1.591036 -0.532869 0.21 0.20 0.32 0.232
H -2.391262 2.505746 0.901928 1.34 -0.84 0.20 0.256
C 1.381792 -2.152886 0.426721 1.08 0.00 -0.99 -0.768
H -2.290646 -0.926960 1.391878 0.13 -0.37 -2.38 0.205
C -3.374129 1.194993 -0.896295 -0.60 3.06 -0.15 -0.436
H 0.137231 1.790798 1.167369 -0.75 -1.45 -1.54 0.246
N -2.964849 0.597477 0.324949 -0.58 0.39 1.06 -0.440
H 1.024905 -0.392833 1.752167 0.98 0.22 0.39 0.216
H 4.948164 1.026408 -1.518808 0.12 -0.83 1.07 0.243
H -2.134433 1.255020 2.206170 0.88 0.23 -1.85 0.238
N -0.214462 -0.236787 0.269459 -0.59 0.45 -0.12 -0.271
H -1.370428 -0.298831 -1.463632 -0.05 1.70 -2.68 0.221
H -2.519247 1.680743 -1.379559 0.12 -0.13 -0.64 0.152
C -2.500469 -0.724531 0.235519 0.36 -2.15 3.28 -0.233
C -1.951993 1.479014 1.080839 -4.00 -1.61 0.27 -0.258
F 2.792927 0.556472 -0.409049 -0.72 0.82 -0.30 -0.332
H 5.414444 -0.701634 -1.182468 0.61 -0.83 -0.67 0.268
H 5.817297 0.408760 0.091382 -1.63 -0.22 -1.38 0.296
C 3.740923 -0.292051 -0.154628 1.99 0.11 -0.04 0.443
H -3.140464 -1.605449 -0.036197 -0.34 1.48 -0.13 0.245
H -3.980902 2.100099 -0.576188 0.15 -1.08 -0.81 0.217
H 1.726164 -2.939202 1.155634 -1.00 1.05 -0.30 0.291
H -3.915027 0.613725 -1.654063 0.09 -0.23 0.72 0.233
C 5.029812 0.193099 -0.754763 0.03 1.29 1.14 -0.823
H 0.946712 -2.605841 -0.501572 0.36 0.36 1.03 0.243
H -0.936208 -1.892047 -0.846007 -0.66 1.72 0.38 0.228
C 0.721251 -0.901294 0.862736 -0.57 -0.24 0.06 0.298
C -1.243599 -0.808271 -0.597142 1.69 -4.52 2.11 -0.256
```
Forces are in eV/Å.


Entry 3:
DFT (ωB97M-V/def2-TZVPD) results for 5 unconnected molecules or ions with the total composition C4H16IO4.

Properties
Net charge: -1
Multiplicity: 1
Gap between HOMO and LUMO: 8.43 eV

XYZ file:
```
25
Properties=species:S:1:pos:R:3:forces:R:3:nbo_charge:R:1
I 0.107190 -0.247938 0.431554 0.03 0.15 -0.07 -0.912
H -0.451466 -2.563832 -0.639766 -0.03 -0.06 0.20 0.497
H 2.388039 2.447515 3.466951 -0.20 0.16 -0.11 0.149
H 0.721800 -0.963536 -3.694645 -0.04 -0.38 0.18 0.159
O -2.992829 1.481937 1.147326 -0.08 0.09 0.31 -0.756
H -2.132348 3.236669 0.487664 -0.02 0.11 0.10 0.155
C -0.917908 -3.516751 -2.264262 -0.36 -0.52 -0.05 -0.241
O 2.017726 0.410922 3.489819 0.18 0.06 0.35 -0.750
H 2.080762 -1.445578 -2.540085 -0.67 -0.08 0.23 0.173
H -1.916560 -3.119907 -2.489670 0.17 0.27 -0.13 0.152
H 2.450596 -0.802383 -4.067554 -0.26 0.32 -0.15 0.158
H 1.733280 0.266373 2.575043 -0.11 -0.19 -0.04 0.497
H -0.146881 -3.025501 -2.862320 -0.09 0.17 0.01 0.159
H -1.670633 2.784528 2.125139 -0.10 -0.07 0.11 0.161
H -3.314759 3.396278 1.796967 -0.06 -0.08 0.08 0.159
C 1.698095 -0.725681 -3.271929 0.93 0.24 -0.26 -0.249
C -2.503463 2.777764 1.414728 0.26 0.04 -0.53 -0.241
H 0.643730 1.934713 3.426256 0.18 0.31 -0.20 0.172
H -0.949484 -4.566723 -2.575401 0.12 0.03 0.08 0.158
H 1.124770 0.612117 -2.007422 0.08 0.02 0.20 0.494
H 1.545513 1.866634 4.904728 0.26 -0.38 0.06 0.158
H -2.219665 0.918019 0.981955 0.01 -0.11 -0.09 0.497
C 1.643520 1.729016 3.824653 -0.37 -0.02 -0.09 -0.244
O 1.716432 0.598562 -2.774851 -0.02 -0.11 -0.13 -0.752
O -0.655462 -3.483218 -0.884882 0.17 0.03 -0.06 -0.752
```
Forces are in eV/Å.


So what do the calculations give for electronic energy? Going down the list: -80955.3736, -15310.5877, -20699.9035 eV.
So what do the calculations give for energy relative to the best compared isomer or geometry (same formula, charge and spin)? Going down the list: 0.0, 330.3, 13.6 kJ/mol.